C16H48ClO12S8 | ωB97M-V/def2-TZVPD

Bonds (Å) are listed after each position.
CARTESIAN COORDINATES (ANGSTROEM)
1 Cl -0.452 -0.920 0.159  O2 1.415, O3 1.441, O4 1.480, O5 1.434
2 O -0.131 0.458 0.151  Cl1 1.415
3 O 0.001 -1.591 -1.033  Cl1 1.441
4 O 0.165 -1.457 1.393  Cl1 1.480
5 O -1.874 -1.048 0.289  Cl1 1.434
6 C -4.666 -0.769 2.108  S7 1.813, H10 1.090, H11 1.090, H12 1.090
7 S -5.189 0.967 2.118  C6 1.813, O8 1.532, C9 1.848
8 O -6.638 0.959 1.621  S7 1.532
9 C -5.203 1.323 3.931  S7 1.848, H13 1.090, H14 1.090, H15 1.090
10 H -5.466 -1.359 2.555  C6 1.090
11 H -3.787 -0.930 2.731  C6 1.090
12 H -4.561 -1.127 1.083  C6 1.090
13 H -5.432 2.376 4.098  C9 1.090
14 H -4.313 1.085 4.514  C9 1.090
15 H -5.889 0.689 4.491  C9 1.090
16 C -3.314 2.349 -1.185  S17 1.876, H20 1.090, H21 1.090, H22 1.090
17 S -1.972 3.542 -1.728  C16 1.876, O18 1.506, C19 1.855
18 O -1.504 2.920 -3.017  S17 1.506
19 C -3.068 4.938 -2.266  S17 1.855, H23 1.090, H24 1.090, H25 1.090
20 H -3.942 2.841 -0.442  C16 1.090
21 H -2.850 1.446 -0.788  C16 1.090
22 H -3.958 2.031 -2.005  C16 1.090
23 H -3.520 5.408 -1.392  C19 1.090
24 H -3.799 4.661 -3.027  C19 1.090
25 H -2.498 5.793 -2.631  C19 1.090
26 C 1.984 -4.746 0.063  S27 1.790, H30 1.090, H31 1.090, H32 1.090
27 S 3.045 -4.661 1.502  C26 1.790, O28 1.528, C29 1.783
28 O 2.329 -5.390 2.637  S27 1.528
29 C 4.412 -5.711 1.046  S27 1.783, H33 1.090, H34 1.090, H35 1.090
30 H 2.561 -4.556 -0.842  C26 1.090
31 H 1.087 -4.127 0.043  C26 1.090
32 H 1.662 -5.784 -0.021  C26 1.090
33 H 5.062 -5.313 0.267  C29 1.090
34 H 4.092 -6.739 0.874  C29 1.090
35 H 4.975 -5.762 1.978  C29 1.090
36 C 2.428 3.940 -3.770  S37 1.837, H40 1.090, H41 1.090, H42 1.090
37 S 3.112 2.352 -3.150  C36 1.837, O38 1.508, C39 1.853
38 O 4.469 2.549 -2.525  S37 1.508
39 C 1.993 2.014 -1.712  S37 1.853, H43 1.090, H44 1.090, H45 1.090
40 H 2.630 4.759 -3.080  C36 1.090
41 H 1.349 3.883 -3.914  C36 1.090
42 H 2.905 4.316 -4.676  C36 1.090
43 H 1.974 2.843 -1.005  C39 1.090
44 H 2.446 1.152 -1.222  C39 1.090
45 H 1.021 1.751 -2.129  C39 1.090
46 C -1.191 0.253 -4.386  S47 1.832, H50 1.090, H51 1.090, H52 1.090
47 S 0.221 0.042 -5.532  C46 1.832, O48 1.548, C49 1.818
48 O 1.160 1.262 -5.370  S47 1.548
49 C 0.948 -1.442 -4.775  S47 1.818, H53 1.090, H54 1.090, H55 1.090
50 H -0.742 0.783 -3.547  C46 1.090
51 H -1.687 -0.697 -4.185  C46 1.090
52 H -1.926 0.959 -4.772  C46 1.090
53 H 1.899 -1.513 -5.302  C49 1.090
54 H 0.304 -2.271 -5.067  C49 1.090
55 H 0.970 -1.494 -3.686  C49 1.090
56 C -2.231 -4.234 1.881  S57 1.803, H60 1.090, H61 1.090, H62 1.090
57 S -1.740 -5.927 2.261  C56 1.803, O58 1.506, C59 1.824
58 O -3.052 -6.404 2.827  S57 1.506
59 C -1.645 -6.477 0.525  S57 1.824, H63 1.090, H64 1.090, H65 1.090
60 H -3.271 -4.310 1.563  C56 1.090
61 H -1.626 -3.822 1.073  C56 1.090
62 H -2.226 -3.629 2.787  C56 1.090
63 H -1.619 -7.557 0.377  C59 1.090
64 H -0.710 -6.129 0.086  C59 1.090
65 H -2.455 -6.133 -0.118  C59 1.090
66 C 0.919 3.482 2.562  S67 1.878, H70 1.090, H71 1.090, H72 1.090
67 S 1.772 4.982 1.822  C66 1.878, O68 1.507, C69 1.898
68 O 3.229 4.698 1.563  S67 1.507
69 C 0.783 5.083 0.204  S67 1.898, H73 1.090, H74 1.090, H75 1.090
70 H 1.440 3.237 3.487  C66 1.090
71 H 0.974 2.667 1.840  C66 1.090
72 H -0.128 3.664 2.804  C66 1.090
73 H -0.215 5.510 0.304  C69 1.090
74 H 0.476 4.067 -0.042  C69 1.090
75 H 1.404 5.537 -0.568  C69 1.090
76 C 4.568 1.498 2.096  S77 1.849, H80 1.090, H81 1.090, H82 1.090
77 S 4.227 -0.319 2.153  C76 1.849, O78 1.525, C79 1.891
78 O 5.446 -0.769 2.952  S77 1.525
79 C 2.710 -0.321 3.281  S77 1.891, H83 1.090, H84 1.090, H85 1.090
80 H 5.548 1.552 1.622  C76 1.090
81 H 4.529 1.903 3.107  C76 1.090
82 H 3.831 2.053 1.515  C76 1.090
83 H 2.695 -1.373 3.564  C79 1.090
84 H 1.798 0.028 2.796  C79 1.090
85 H 2.937 0.208 4.207  C79 1.090

Computed properties:
- Net charge: -1
- Relative energy (zero: lowest compared OMol25 entry of this formula, charge and spin): 41.0 kcal per mole
- Multiplicity: 1

---

C16H48FN6O5P4 | ωB97M-V/def2-TZVPD

Bonds (Å) are listed after each position.
CARTESIAN COORDINATES (ANGSTROEM)
1 C -3.503 -0.598 -2.515  C2 1.580, H11 1.121, H12 1.114, H13 1.121
2 C -3.627 0.110 -1.108  C1 1.580, F3 1.402, C4 1.563, H14 1.123
3 F -4.061 -0.771 -0.107  C2 1.402
4 C -2.365 0.939 -0.710  C2 1.563, P5 1.858, H15 1.119, H16 1.130
5 P -0.834 -0.066 -0.391  C4 1.858, C6 1.859, H17 1.421, H18 1.430
6 C -1.102 -1.564 0.677  P5 1.859, P7 1.883, H19 1.123, H20 1.122
7 P 0.574 -2.422 0.735  C6 1.883, O8 1.522, O9 1.676, O10 1.674
8 O 1.589 -1.322 0.460  P7 1.522
9 O 0.730 -3.545 -0.500  P7 1.676, H21 0.974
10 O 0.923 -3.087 2.230  P7 1.674, H22 0.975
11 H -3.397 0.173 -3.322  C1 1.121
12 H -4.395 -1.227 -2.739  C1 1.114
13 H -2.563 -1.208 -2.505  C1 1.121
14 H -4.459 0.854 -1.238  C2 1.123
15 H -2.609 1.619 0.146  C4 1.119
16 H -2.138 1.611 -1.590  C4 1.130
17 H -0.205 -0.503 -1.588  P5 1.421
18 H 0.102 0.767 0.299  P5 1.430
19 H -1.367 -1.328 1.743  C6 1.123
20 H -1.860 -2.287 0.276  C6 1.122
21 H 1.695 -3.619 -0.611  O9 0.974
22 H 0.117 -3.544 2.536  O10 0.975
23 O -3.258 3.559 -3.307  P24 1.537
24 P -3.373 4.891 -4.065  O23 1.537, N25 1.719, N28 1.734, N31 1.773
25 N -5.058 5.081 -3.782  P24 1.719, C26 1.452, C27 1.460
26 C -6.112 5.318 -4.752  N25 1.452, H34 1.093, H35 1.091, H36 1.094
27 C -5.452 5.360 -2.404  N25 1.460, H37 1.098, H38 1.094, H39 1.090
28 N -3.088 4.204 -5.631  P24 1.734, C29 1.455, C30 1.463
29 C -3.937 4.400 -6.797  N28 1.455, H40 1.094, H41 1.094, H42 1.090
30 C -2.610 2.822 -5.666  N28 1.463, H43 1.098, H44 1.090, H45 1.093
31 N -3.263 6.491 -4.823  P24 1.773, C32 1.496, C33 1.471
32 C -1.815 6.821 -5.006  N31 1.496, H46 1.095, H47 1.091, H48 1.089
33 C -3.822 7.669 -4.142  N31 1.471, H49 1.094, H50 1.088, H51 1.092
34 H -5.844 6.059 -5.510  C26 1.093
35 H -7.023 5.698 -4.286  C26 1.091
36 H -6.393 4.390 -5.258  C26 1.094
37 H -5.118 6.355 -2.080  C27 1.098
38 H -5.011 4.630 -1.719  C27 1.094
39 H -6.531 5.311 -2.256  C27 1.090
40 H -4.850 3.800 -6.746  C29 1.094
41 H -3.409 4.105 -7.709  C29 1.094
42 H -4.202 5.446 -6.955  C29 1.090
43 H -3.412 2.113 -5.423  C30 1.098
44 H -1.784 2.672 -4.971  C30 1.090
45 H -2.222 2.562 -6.654  C30 1.093
46 H -1.305 6.890 -4.040  C32 1.095
47 H -1.690 7.771 -5.528  C32 1.091
48 H -1.305 6.062 -5.597  C32 1.089
49 H -3.381 7.823 -3.153  C33 1.094
50 H -4.903 7.630 -4.032  C33 1.088
51 H -3.636 8.561 -4.745  C33 1.092
52 O 4.916 -2.254 5.225  P53 1.533
53 P 4.704 -3.765 5.380  O52 1.533, N54 1.719, N57 1.736, N60 1.775
54 N 6.367 -4.133 5.608  P53 1.719, C55 1.451, C56 1.460
55 C 7.182 -5.096 4.891  N54 1.451, H63 1.094, H64 1.091, H65 1.094
56 C 6.962 -3.674 6.860  N54 1.460, H66 1.099, H67 1.093, H68 1.090
57 N 4.228 -4.023 3.731  P53 1.736, C58 1.453, C59 1.464
58 C 4.806 -5.015 2.840  N57 1.453, H69 1.094, H70 1.095, H71 1.091
59 C 3.951 -2.825 2.934  N57 1.464, H72 1.096, H73 1.089, H74 1.093
60 N 4.232 -5.445 5.706  P53 1.775, C61 1.494, C62 1.471
61 C 2.746 -5.491 5.852  N60 1.494, H75 1.095, H76 1.092, H77 1.090
62 C 4.736 -6.131 6.905  N60 1.471, H78 1.094, H79 1.088, H80 1.093
63 H 6.677 -6.053 4.727  C55 1.094
64 H 8.098 -5.342 5.429  C55 1.091
65 H 7.495 -4.698 3.921  C55 1.094
66 H 6.553 -4.214 7.725  C56 1.099
67 H 6.761 -2.610 7.017  C56 1.093
68 H 8.045 -3.790 6.880  C56 1.090
69 H 5.788 -4.709 2.466  C58 1.094
70 H 4.163 -5.168 1.966  C58 1.095
71 H 4.889 -6.000 3.301  C58 1.091
72 H 4.875 -2.302 2.664  C59 1.096
73 H 3.301 -2.137 3.472  C59 1.089
74 H 3.424 -3.071 2.010  C59 1.093
75 H 2.419 -4.893 6.711  C61 1.095
76 H 2.394 -6.514 5.993  C61 1.092
77 H 2.247 -5.098 4.967  C61 1.090
78 H 4.470 -5.605 7.827  C62 1.094
79 H 5.814 -6.277 6.895  C62 1.088
80 H 4.320 -7.141 6.951  C62 1.093

Computed properties:
- Net charge: +1
- Multiplicity: 1

---

C16H48N8O8 | ωB97M-V/def2-TZVPD

Bonds (Å) are listed after each position.
CARTESIAN COORDINATES (ANGSTROEM)
1 N -13.612 0.114 23.482  C2 1.310, H5 1.046, H6 1.066
2 C -13.830 1.387 23.695  N1 1.310, N3 1.284, O4 1.438
3 N -12.967 1.830 24.536  C2 1.284, H7 1.004, H8 1.044
4 O -14.814 2.208 23.041  C2 1.438
5 H -14.184 -0.239 22.681  N1 1.046
6 H -13.575 -0.620 24.254  N1 1.066
7 H -13.000 2.811 24.745  N3 1.004
8 H -12.204 1.249 24.949  N3 1.044
9 N -10.075 8.934 20.875  C10 1.312, H13 1.045, H14 0.965
10 C -9.672 8.392 22.000  N9 1.312, N11 1.349, O12 1.389
11 N -9.367 9.262 22.986  C10 1.349, H15 1.089, H16 1.089
12 O -9.524 7.035 22.261  C10 1.389
13 H -10.095 8.344 20.012  N9 1.045
14 H -10.068 9.870 20.645  N9 0.965
15 H -8.660 8.836 23.696  N11 1.089
16 H -9.317 10.334 22.803  N11 1.089
17 N -5.959 3.922 27.027  C18 1.315, H21 1.052, H22 1.042
18 C -6.856 4.548 26.298  N17 1.315, N19 1.248, O20 1.421
19 N -8.026 4.266 26.627  C18 1.248, H23 1.032, H24 0.985
20 O -6.468 5.373 25.208  C18 1.421
21 H -4.990 4.300 26.870  N17 1.052
22 H -6.067 2.957 27.405  N17 1.042
23 H -8.724 4.809 26.094  N19 1.032
24 H -8.243 4.150 27.580  N19 0.985
25 N -11.903 9.890 23.999  C26 1.334, H29 0.996, H30 1.070
26 C -12.860 9.674 23.096  N25 1.334, N27 1.327, O28 1.364
27 N -12.488 9.731 21.823  C26 1.327, H31 1.031, H32 1.016
28 O -14.146 9.580 23.537  C26 1.364
29 H -12.194 9.827 24.950  N25 0.996
30 H -10.868 9.849 23.731  N25 1.070
31 H -13.294 9.545 21.207  N27 1.031
32 H -11.581 9.471 21.449  N27 1.016
33 C -12.781 6.045 21.916  C34 1.502, H37 1.104, H38 1.110, H39 1.093
34 C -13.896 5.173 22.420  C33 1.502, C35 1.558, O36 1.270, H40 1.042
35 C -14.779 6.155 23.247  C34 1.558, H41 1.090, H42 1.040, H43 1.090
36 O -14.642 4.611 21.559  C34 1.270, H44 0.961
37 H -12.160 6.438 22.739  C33 1.104
38 H -13.133 6.929 21.344  C33 1.110
39 H -12.134 5.453 21.264  C33 1.093
40 H -13.636 4.457 23.131  C34 1.042
41 H -14.116 6.648 23.958  C35 1.090
42 H -15.513 5.680 23.811  C35 1.040
43 H -15.292 6.912 22.653  C35 1.090
44 H -14.867 3.717 21.831  O36 0.961
45 C -5.023 8.825 24.636  C46 1.475, H49 1.088, H50 1.075, H51 1.080
46 C -6.441 8.693 25.019  C45 1.475, C47 1.585, O48 1.241, H52 1.063
47 C -7.033 10.152 25.196  C46 1.585, H53 1.071, H54 1.108, H55 1.114
48 O -7.228 8.091 24.271  C46 1.241, H56 0.933
49 H -4.896 9.398 23.719  C45 1.088
50 H -4.642 7.827 24.525  C45 1.075
51 H -4.394 9.344 25.343  C45 1.080
52 H -6.439 8.177 25.949  C46 1.063
53 H -6.725 10.520 26.153  C47 1.071
54 H -8.131 10.162 25.043  C47 1.108
55 H -6.664 10.828 24.391  C47 1.114
56 H -7.196 7.219 24.603  O48 0.933
57 C -10.280 3.329 23.658  C58 1.550, H61 1.085, H62 1.115, H63 1.116
58 C -9.050 3.847 22.868  C57 1.550, C59 1.605, O60 1.215, H64 1.111
59 C -7.889 2.740 22.896  C58 1.605, H65 1.107, H66 1.083, H67 1.074
60 O -9.287 4.301 21.766  C58 1.215, H68 0.951
61 H -10.901 2.517 23.298  C57 1.085
62 H -10.925 4.212 23.877  C57 1.115
63 H -10.041 3.130 24.729  C57 1.116
64 H -8.441 4.543 23.483  C58 1.111
65 H -7.636 2.342 23.897  C59 1.107
66 H -6.946 3.228 22.676  C59 1.083
67 H -8.071 1.917 22.231  C59 1.074
68 H -9.461 5.236 21.801  O60 0.951
69 C -11.670 5.889 25.896  C70 1.503, H73 1.097, H74 1.064, H75 1.113
70 C -10.602 6.804 25.366  C69 1.503, C71 1.512, O72 1.275, H76 1.090
71 C -10.035 7.765 26.386  C70 1.512, H77 1.033, H78 1.133, H79 1.095
72 O -9.547 6.232 24.933  C70 1.275, H80 0.960
73 H -12.188 5.418 25.052  C69 1.097
74 H -12.444 6.409 26.408  C69 1.064
75 H -11.161 5.292 26.685  C69 1.113
76 H -11.045 7.351 24.534  C70 1.090
77 H -10.752 8.437 26.705  C71 1.033
78 H -9.120 8.259 25.936  C71 1.133
79 H -9.729 7.323 27.340  C71 1.095
80 H -9.667 6.253 23.981  O72 0.960

Computed properties:
- Relative energy (zero: lowest compared OMol25 entry of this formula, charge and spin): 195.4 kcal per mole
- Multiplicity: 1
- SMILES string: NC(N)=O.NC(N)=O.NC(N)=O.NC(N)=O.CC(C)O.CC(C)O.CC(C)O.CC(C)O

---

| no. | frontier orbital gap (eV) |
| --- | --- |
| 1 | 7.62 |
| 2 | 6.36 |
| 3 | 8.30 |